# 1
The following is a DFT calculation (the ωB97M-V functional and the def2-TZVPD basis) of 8 unconnected molecules or ions with the total composition C44H100N4O12.

```
160
Properties=species:S:1:pos:R:3
C -10.7187 21.0417 6.2378
C -9.2626 20.8938 5.7724
C -8.9110 22.1301 4.9038
C -8.3467 20.8867 6.9900
C -6.9390 20.4263 6.6884
C -6.9298 19.0851 5.9639
C -7.8292 19.0611 4.6987
C -7.1131 19.7325 3.5102
C -8.0148 17.5830 4.3526
N -9.1134 19.6265 5.0487
O -10.1179 19.4563 4.0618
H -11.0191 20.0652 6.6396
H -10.8397 21.6508 7.1352
H -11.3648 21.3879 5.4373
H -9.4049 22.0366 3.9345
H -9.2946 23.0147 5.4147
H -7.8459 22.2555 4.7120
H -8.3900 21.9168 7.3640
H -8.7297 20.3196 7.8460
H -6.2739 21.1778 6.2523
H -6.4307 20.3055 7.6548
H -7.2696 18.3122 6.6544
H -5.8895 18.8909 5.6940
H -7.8277 19.9461 2.7155
H -6.3017 19.0580 3.2347
H -6.6282 20.6872 3.7317
H -7.0671 17.0886 4.1470
H -8.7521 17.4391 3.5619
H -8.4482 17.0436 5.2025
H -10.8054 18.9756 4.5361
C -7.2246 27.4091 9.4287
C -8.4842 27.1032 8.5769
C -8.4401 25.6381 8.1417
C -9.6718 27.3126 9.5237
C -11.0246 27.6548 8.9004
C -10.8563 28.7515 7.8766
C -9.8185 28.3950 6.8074
C -10.1923 27.2387 5.8507
C -9.5946 29.6586 5.9520
N -8.5452 28.0921 7.4998
O -7.4515 27.9283 6.6204
H -7.1698 28.4907 9.5460
H -7.3508 26.9720 10.4223
H -6.3185 26.9584 9.0242
H -9.4103 25.2514 7.8313
H -7.6221 25.4706 7.4386
H -8.1480 25.0430 9.0141
H -9.8544 26.3608 10.0422
H -9.4162 27.9706 10.3591
H -11.4185 26.7679 8.4040
H -11.6563 27.9752 9.7272
H -10.5266 29.6731 8.3566
H -11.8163 28.8030 7.3517
H -10.6551 26.4166 6.4021
H -9.2787 26.7976 5.4496
H -10.8174 27.5772 5.0265
H -10.4413 29.9802 5.3530
H -8.7339 29.4512 5.3124
H -9.2806 30.4603 6.6257
H -6.9656 28.7503 6.7430
C -10.5276 24.2851 13.2370
C -11.5427 24.4510 14.4167
C -12.1496 23.0612 14.6352
C -10.8011 24.7989 15.7085
C -10.5081 26.2860 15.9167
C -11.6960 27.1729 15.6050
C -12.4291 26.8638 14.2696
C -13.7608 27.6098 14.3140
C -11.5818 27.4612 13.1332
N -12.5700 25.4293 14.1516
O -13.4762 25.0514 13.1434
H -9.9200 23.3924 13.3782
H -9.8518 25.1392 13.3179
H -11.0330 24.2793 12.2730
H -12.5282 22.6098 13.7190
H -12.9184 23.0379 15.4110
H -11.3912 22.3435 14.9582
H -11.2887 24.3257 16.5650
H -9.8079 24.3459 15.6313
H -9.6793 26.4142 15.2087
H -10.1136 26.4546 16.9180
H -11.4356 28.2322 15.6282
H -12.4077 27.0196 16.4242
H -14.4701 27.2506 13.5625
H -14.2837 27.4034 15.2523
H -13.6232 28.6742 14.1552
H -11.9449 27.0527 12.1761
H -11.6158 28.5402 12.9898
H -10.5554 27.0899 13.0822
H -14.3411 25.0609 13.5703
C -14.9671 28.9192 8.7027
C -14.9690 29.6060 10.0668
C -13.6989 29.2256 10.8858
C -14.9546 31.1233 9.8035
C -15.2992 31.9806 11.0086
C -16.7288 31.5813 11.4193
C -16.8267 30.0795 11.7607
C -16.1989 29.8891 13.1637
C -18.3147 29.7805 11.8716
N -16.1890 29.2486 10.7621
O -16.2115 27.8953 11.1449
H -15.0710 27.8434 8.8665
H -15.8231 29.2303 8.1030
H -14.0647 29.1028 8.1174
H -13.4942 28.1685 10.7299
H -12.7962 29.7740 10.5919
H -13.8100 29.5310 11.9249
H -13.9509 31.3629 9.4380
H -15.6204 31.3620 8.9694
H -14.6032 31.7873 11.8312
H -15.1556 33.0492 10.8409
H -17.4551 31.9151 10.6798
H -16.8980 32.1076 12.3626
H -16.0258 28.8328 13.3801
H -16.8351 30.3147 13.9398
H -15.1809 30.2627 13.3020
H -18.5395 28.7703 12.2354
H -18.8804 29.9251 10.9525
H -18.7385 30.3525 12.7028
H -16.7927 27.4675 10.4964
O -14.2237 24.7695 10.5013
C -13.6497 25.6203 9.5059
C -13.4082 24.8300 8.2401
O -12.2799 23.9991 8.2446
H -13.6561 24.7294 11.2847
H -14.3278 26.4573 9.3104
H -12.7484 26.0636 9.9255
H -13.2999 25.5607 7.4276
H -14.3399 24.3081 7.9979
H -12.5808 23.1112 8.4686
O -17.2471 23.9467 10.5296
C -17.3311 24.4324 9.1942
C -18.5608 25.3066 9.0927
O -18.2999 26.6503 9.4837
H -16.3858 23.5104 10.6087
H -16.4430 24.9937 8.8921
H -17.4439 23.5723 8.5293
H -19.4012 24.9087 9.6680
H -18.9333 25.2894 8.0600
H -19.1248 27.1240 9.6091
O -12.0163 19.7180 12.8018
C -11.6002 19.7804 11.4454
C -11.9916 21.0954 10.7907
O -13.4072 21.1994 10.6211
H -12.9081 19.3756 12.8912
H -10.5263 19.6065 11.4123
H -12.0878 18.9635 10.9062
H -11.5496 21.1749 9.7925
H -11.6284 21.9714 11.3359
H -13.7956 21.3325 11.4945
O -15.9311 22.3718 9.2805
C -16.0176 21.8074 7.9738
C -14.8560 20.8698 7.6715
O -13.6239 21.5640 7.8414
H -15.0156 22.6089 9.4813
H -17.0195 21.3994 7.8410
H -16.0111 22.6581 7.2756
H -14.9186 20.4885 6.6532
H -14.9094 20.0278 8.3661
H -13.3886 21.3880 8.7678
```

Summary:
total charge = 0
SMILES string = CC1(C)CCCC(C)(C)N1O.CC1(C)CCCC(C)(C)N1O.CC1(C)CCCC(C)(C)N1O.CC1(C)CCCC(C)(C)N1O.OCCO.OCCO.OCCO.OCCO
relative energy (zero: lowest compared OMol25 entry of this formula, charge and spin) = 0.963 eV
maximum force = 2.1 eV/Å

---

# 2
The following is a DFT calculation (the ωB97M-V functional and the def2-TZVPD basis) of 9 unconnected molecules or ions with the total composition C44H103BClNO17PS.

```
169
Properties=species:S:1:pos:R:3
C -1.7322 1.1296 -6.1287
C -0.9605 0.1921 -5.9448
C 0.0305 -0.9694 -5.5151
C 1.0036 -0.3433 -4.4116
C 1.2033 -1.2229 -3.1000
C 0.0398 -1.0984 -2.0058
O -1.1469 -1.5724 -2.6604
C -1.2614 -3.0012 -2.7299
C -2.1166 -3.6359 -1.5375
C -3.4294 -2.8040 -1.1657
O -2.5297 -4.9702 -1.9574
C 0.6532 -1.8979 -0.7592
C -0.3277 -1.3278 0.3984
B 0.3940 -1.3769 1.8514
O -0.3499 -1.7269 3.0230
O 1.7834 -1.0795 1.9071
C 2.1951 -0.6840 3.2498
N -0.9732 -0.0686 -0.1082
C -1.4891 0.9621 0.8413
C -2.7793 0.3269 1.5867
C -3.0196 0.9401 3.0344
O -3.8989 0.6473 0.7088
C -0.2253 0.3776 -1.3614
C -1.1418 1.2968 -2.2755
C -0.6356 2.7738 -2.5509
C -1.8534 3.6930 -3.0971
C -2.2029 4.7163 -1.8997
S -3.4483 5.9829 -2.3645
O -3.5269 6.1866 -3.8140
O -4.7276 5.5527 -1.7597
O -2.9640 7.4058 -1.6332
P 1.4952 0.9670 -0.7646
O 1.3412 2.2713 0.3219
Cl 2.5937 1.8152 -2.3884
H -2.4792 1.9341 -6.3467
H 0.6400 -1.2159 -6.4320
H -0.5335 -1.8907 -5.1798
H 2.0340 -0.2677 -4.9020
H 0.6811 0.7188 -4.2132
H 1.3333 -2.3003 -3.4587
H 2.2304 -0.9377 -2.6853
H -0.2883 -3.5724 -2.7667
H -1.8346 -3.2497 -3.6827
H -1.5253 -3.7852 -0.5816
H -3.6045 -1.8845 -1.7979
H -3.3490 -2.5193 -0.0580
H -4.3004 -3.5392 -1.2071
H -2.6939 -5.4709 -1.1297
H 0.4826 -3.0092 -0.6407
H 1.7729 -1.8244 -0.5641
H -1.2383 -1.9984 0.5737
H -0.5002 -0.8943 3.5259
H 2.1892 -1.6130 3.8938
H 3.2695 -0.3283 3.1758
H 1.5302 0.1341 3.6623
H -1.8668 -0.4413 -0.5035
H -1.9045 1.8831 0.3088
H -0.7210 1.3600 1.5739
H -2.7423 -0.7997 1.6452
H -3.5675 1.9263 2.9777
H -2.0200 1.1036 3.5481
H -3.6606 0.2064 3.6255
H -4.3186 1.4772 1.0107
H -1.3708 0.8524 -3.3039
H -2.1726 1.3938 -1.7796
H 0.1181 2.7328 -3.4021
H -0.2071 3.3275 -1.6658
H -1.4970 4.3000 -3.9922
H -2.7698 3.0656 -3.3545
H -2.4678 4.1408 -0.9554
H -1.2162 5.2599 -1.6896
H -2.2096 7.2036 -1.0317
H 0.4822 2.7306 0.2378
C 4.2590 -4.4753 4.4909
C 4.8941 -3.3494 3.6886
C 6.2124 -3.7864 3.0690
O 5.1196 -2.2282 4.5410
H 4.9094 -4.7843 5.3133
H 3.3186 -4.1441 4.9397
H 4.0580 -5.3449 3.8601
H 4.2068 -3.0261 2.9006
H 6.9314 -4.0711 3.8436
H 6.6627 -2.9653 2.5059
H 6.0707 -4.6355 2.3959
H 5.7275 -2.5042 5.2435
C 5.9508 -3.2313 8.9626
C 7.1121 -2.4254 8.4043
C 7.7143 -1.5144 9.4622
O 6.6573 -1.6378 7.3024
H 5.1484 -2.5715 9.3088
H 5.5222 -3.8722 8.1887
H 6.2708 -3.8585 9.7979
H 7.8803 -3.1037 8.0235
H 6.9730 -0.7956 9.8253
H 8.5399 -0.9336 9.0437
H 8.0875 -2.0897 10.3125
H 5.9774 -1.0342 7.6286
C -6.2491 2.8066 -6.8461
C -6.1422 2.9039 -5.3329
C -5.7612 4.3080 -4.8930
O -5.1591 1.9764 -4.8650
H -5.2913 3.0397 -7.3217
H -6.5121 1.7899 -7.1482
H -7.0058 3.4928 -7.2331
H -7.0956 2.6231 -4.8787
H -4.7865 4.5933 -5.2996
H -5.6770 4.3585 -3.8051
H -6.5031 5.0403 -5.2207
H -4.3136 2.2176 -5.2621
C -1.1430 10.1711 -4.2336
C -0.7199 10.3185 -2.7807
C -0.5328 11.7796 -2.4036
O 0.5031 9.6119 -2.5679
H -0.3802 10.5783 -4.9048
H -1.2628 9.1163 -4.4934
H -2.0866 10.6871 -4.4245
H -1.4733 9.8652 -2.1313
H 0.2507 12.2419 -3.0119
H -0.2183 11.8695 -1.3609
H -1.4581 12.3441 -2.5394
H 1.1766 10.0050 -3.1378
C 7.9870 -6.5379 8.4303
C 6.7696 -7.0891 7.7050
C 7.1548 -8.2089 6.7527
O 6.1356 -6.0377 6.9734
H 8.7077 -6.1195 7.7200
H 7.6983 -5.7267 9.1035
H 8.4842 -7.3162 9.0138
H 6.0443 -7.4597 8.4335
H 7.8471 -7.8481 5.9849
H 6.2729 -8.5882 6.2298
H 7.6275 -9.0362 7.2873
H 6.7690 -5.7022 6.3253
C 9.6411 -12.0467 10.0579
C 9.5749 -11.7083 8.5769
C 10.8913 -12.0146 7.8803
O 9.2645 -10.3236 8.4190
H 10.4128 -11.4540 10.5591
H 8.6931 -11.8114 10.5479
H 9.8605 -13.1057 10.2115
H 8.7690 -12.2765 8.1059
H 11.7056 -11.4208 8.3071
H 10.8333 -11.7565 6.8200
H 11.1481 -13.0727 7.9688
H 9.9714 -9.8110 8.8324
C -9.6544 3.8797 -3.8171
C -10.1403 4.8035 -2.7114
C -8.9807 5.3210 -1.8743
O -11.0551 4.1006 -1.8727
H -9.1467 3.0040 -3.3996
H -10.4973 3.5061 -4.4037
H -8.9633 4.3970 -4.4874
H -10.6828 5.6456 -3.1481
H -8.4502 4.4948 -1.3900
H -9.3447 5.9741 -1.0774
H -8.2692 5.8802 -2.4867
H -10.5853 3.3532 -1.4812
C -7.5751 3.8735 -11.7721
C -7.1503 4.0266 -10.3201
C -6.9729 5.4903 -9.9469
O -5.9231 3.3301 -10.1078
H -6.8166 4.2847 -12.4456
H -7.6880 2.8176 -12.0294
H -8.5228 4.3827 -11.9622
H -7.8991 3.5694 -9.6682
H -6.1937 5.9566 -10.5579
H -6.6571 5.5850 -8.9046
H -7.9025 6.0480 -10.0824
H -5.2531 3.7261 -10.6799
```

Summary:
total charge = +1
maximum force = 3.7 eV/Å

---

no.,frontier orbital gap (eV),HOMO level (eV),calculated total energy (eV)
1,8.19,-7.86,-77773.17212
2,8.73,-11.28,-116908.63736